No. 1
# C4HCl2N

A single C4HCl2N molecule at a distorted geometry (ωB97M-V/def2-TZVPD, OMol25).

Cartesian coordinates (Å):
N1 0.84 -0.84 -0.03
Cl1 -1.38 -2.31 0.02
C1 1.25 0.43 0.11
C2 0.08 1.25 0.07
C3 -1.04 0.50 0.01
H1 -2.08 0.91 -0.08
C4 -0.54 -0.84 -0.10
Cl2 2.88 0.90 0.01

Properties
Energy relative to the best compared isomer or geometry (same formula, charge and spin): 42.20 kcal/mol
SMILES: ClC1=C=CC(Cl)=N1
E_tot: -1128.010372 hartree
Maximum force: 0.0506 Eh/bohr



No. 2
# C6H6N2O2

A single C6H6N2O2 molecule at a distorted geometry (ωB97M-V/def2-TZVPD, OMol25).

Cartesian coordinates (Å):
C1 2.62 -0.03 0.00
H1 0.58 2.39 0.53
H2 -3.44 0.23 0.02
C2 0.35 -0.76 -0.40
N1 2.22 1.14 0.30
H3 -0.39 -1.59 -0.65
C3 0.87 1.34 0.29
H4 3.79 -0.19 -0.04
C4 -1.56 0.83 -0.22
H5 2.07 -2.08 -0.70
O1 -2.18 -1.42 0.47
C5 1.72 -1.10 -0.30
N2 -2.52 -0.15 -0.22
C6 -0.14 0.52 -0.16
O2 -1.97 1.99 -0.27
H6 -2.03 -1.13 1.36

Properties
Energy relative to the best compared isomer or geometry (same formula, charge and spin): 60.07 kcal/mol
SMILES: O=C(NO)c1cccnc1
E_tot: -492.147722 hartree
Maximum force: 0.0863 Eh/bohr



No. 3
# C49H92FN5O7

4 unconnected molecules or ions with the total composition C49H92FN5O7 at a distorted geometry (ωB97M-V/def2-TZVPD, OMol25).

Cartesian coordinates (Å):
H1 0.29 -6.14 -1.24
H2 5.69 -6.44 5.99
H3 -5.78 -1.11 -2.14
H4 -11.18 4.59 -3.10
H5 4.70 1.30 -0.41
C1 2.34 -1.22 -1.48
H6 6.73 1.91 0.53
H7 -10.50 4.16 -4.67
C2 2.84 0.73 -3.60
H8 8.76 -6.20 4.11
H9 4.30 -7.46 5.83
C3 -5.81 -0.39 -0.11
H10 5.84 -8.00 5.17
H11 -1.48 6.29 1.57
H12 -6.44 1.49 0.89
H13 -8.88 3.20 -5.69
H14 5.94 1.80 -3.00
H15 -3.42 3.07 5.49
C4 -3.09 -0.38 -2.72
C5 5.20 1.14 -2.53
H16 2.65 1.17 -4.59
H17 -10.04 1.37 -4.50
H18 -3.82 -1.87 -1.54
H19 -8.66 1.11 -3.46
C6 -8.31 2.54 -5.02
H20 -1.43 -0.54 -1.36
O1 -3.03 2.82 1.79
C7 -5.20 -0.41 -1.52
C8 8.14 1.02 -0.83
H21 3.62 -4.81 3.31
H22 -0.51 -3.71 -1.86
C9 7.91 -4.86 2.25
C10 8.38 -2.44 -2.01
C11 8.60 0.10 0.33
C12 1.31 -0.82 -2.30
H23 8.30 -3.53 -1.95
H24 -11.72 3.16 -3.97
C13 5.05 -4.09 4.73
C14 -6.46 4.81 -2.51
H25 7.39 -1.98 -2.15
H26 -3.40 0.66 -2.88
N1 -2.45 3.88 2.28
C15 -7.70 4.32 -3.26
C16 -10.62 2.15 -1.93
C17 -5.51 0.96 0.64
H27 -1.36 1.74 3.88
H28 8.33 -4.77 5.04
H29 -3.66 2.00 4.12
H30 3.33 -0.24 -3.77
C18 1.32 -5.77 -1.26
H31 3.18 -0.54 -1.32
H32 8.67 -4.15 2.59
C19 6.95 -5.20 3.40
H33 9.70 0.16 0.37
H34 2.05 -6.55 -1.03
C20 9.04 -1.96 -0.71
H35 3.36 -7.13 2.44
C21 0.28 -2.97 -1.77
C22 -3.53 3.05 4.40
C23 5.56 0.98 -1.01
C24 4.82 -6.50 3.95
H36 4.32 -8.45 3.13
H37 8.24 0.41 1.32
C25 -2.29 3.68 3.75
C26 -0.08 3.15 1.85
C27 -8.24 5.62 -3.92
H38 -9.30 5.59 -4.16
C28 -1.48 4.03 -0.02
H39 -2.29 4.70 -0.31
C29 -0.68 5.56 1.67
H40 -4.44 3.59 4.15
H41 5.29 0.15 -2.99
H42 6.92 -3.18 4.18
H43 -1.70 4.96 5.42
N2 -8.74 3.74 -2.36
H44 -0.91 2.82 5.18
C30 -9.80 2.89 -2.99
H45 4.51 -3.15 4.83
C31 7.92 -5.64 4.52
H46 -1.74 3.02 -0.34
H47 -3.36 -0.95 -3.63
F1 0.66 -4.67 0.84
H48 8.92 1.79 -0.95
H49 -6.60 3.84 -5.07
H50 -0.59 4.32 -0.59
H51 -10.04 1.39 -1.41
H52 -6.00 -1.55 1.44
H53 5.82 -3.44 2.85
C32 1.40 0.54 -2.97
N3 2.37 -2.40 -0.85
C33 6.81 1.79 -0.57
O2 -8.12 3.01 -1.47
C34 -1.58 -0.36 -2.43
O3 -0.85 -1.41 -3.18
H54 -4.96 0.76 1.57
H55 -1.17 0.64 -2.67
H56 0.67 0.63 -3.79
H57 0.84 3.43 1.32
H58 3.30 -5.32 4.95
H59 1.24 1.35 -2.24
H60 5.43 -4.34 5.73
H61 -5.81 5.37 -3.19
O4 8.20 -1.28 0.16
C35 -2.19 5.05 4.46
O5 -5.42 -1.51 0.67
O6 10.18 -2.19 -0.47
O7 5.60 -6.15 1.84
H62 3.90 2.60 -3.42
C36 6.21 -3.90 3.76
H63 -1.65 5.81 3.90
H64 -0.33 2.14 1.50
N4 -3.79 -0.86 -1.51
H65 3.18 -2.63 -0.27
H66 -6.91 -0.42 -0.20
C37 -7.21 3.32 -4.32
C38 0.19 3.10 3.35
H67 -7.87 1.77 -5.65
H68 -11.03 2.84 -1.20
H69 -3.18 5.47 4.63
H70 7.41 -4.40 1.40
C39 3.83 -7.50 3.35
H71 3.26 1.96 -1.83
C40 4.10 -5.17 4.22
H72 -11.46 1.63 -2.40
H73 -0.19 5.72 2.63
H74 8.02 0.44 -1.76
H75 2.55 -4.68 0.11
H76 6.77 2.78 -1.03
C41 0.22 -1.73 -2.43
H77 -6.72 5.48 -1.69
H78 5.73 -0.09 -0.77
H79 9.01 -2.10 -2.84
H80 0.94 2.34 3.56
H81 -5.87 4.00 -2.10
C42 1.50 -4.61 -0.24
H82 1.57 -5.36 -2.25
H83 -4.87 1.58 -0.01
C43 5.20 -7.13 5.30
H84 -7.70 5.84 -4.84
H85 3.02 -7.69 4.05
C44 1.36 -3.27 -0.99
H86 -8.12 6.47 -3.24
H87 -5.33 0.60 -1.94
N5 6.02 -6.32 3.07
H88 -6.53 2.60 -3.85
H89 8.43 -5.75 1.89
C45 -9.23 1.89 -3.99
C46 -1.21 4.12 1.48
C47 -1.10 2.78 4.10
H90 0.07 5.79 0.92
H91 7.48 -6.28 5.27
C48 3.75 1.71 -2.79
C49 -10.85 3.76 -3.72
H92 0.61 4.05 3.70

Properties
Spin multiplicity: 4
Total charge: +1
E_tot: -2822.081598 hartree
Maximum force: 0.0587 Eh/bohr



No. 4
# CH2S2

2 unconnected molecules or ions with the total composition CH2S2 at a distorted geometry (ωB97M-V/def2-TZVPD, OMol25).

Cartesian coordinates (Å):
H1 0.31 0.90 1.80
S1 0.72 -0.62 -1.07
H2 1.65 -0.52 -0.12
C1 -0.58 -0.02 -0.20
S2 -2.10 0.27 -0.41

Properties
Energy relative to the best compared isomer or geometry (same formula, charge and spin): 88.54 kcal/mol
E_tot: -835.506707 hartree
Maximum force: 0.0200 Eh/bohr



No. 5
# C3H9NOS

2 unconnected molecules or ions with the total composition C3H9NOS at a distorted geometry (ωB97M-V/def2-TZVPD, OMol25).

Cartesian coordinates (Å):
H1 2.23 0.04 0.60
C1 1.35 0.47 0.04
C2 -2.32 -2.67 0.89
H2 0.73 -0.36 -0.25
H3 -2.81 -1.78 0.44
H4 0.67 1.10 0.67
N1 -1.09 -2.42 1.51
H5 0.97 1.32 -1.93
H6 0.15 3.05 -1.04
S1 1.40 3.23 -0.90
H7 -0.53 -3.07 2.08
H8 -0.65 -1.50 1.17
H9 2.83 1.38 -1.64
O1 -2.93 -3.75 0.62
C3 1.82 1.37 -1.13

Properties
Energy relative to the best compared isomer or geometry (same formula, charge and spin): 42.34 kcal/mol
SMILES: NC=O.CCS
E_tot: -647.830615 hartree
Maximum force: 0.0915 Eh/bohr



No. 6
# C43H62BrCl54F3INO8S

A molecular structure, C43H62BrCl54F3INO8S at a distorted geometry (ωB97M-V/def2-TZVPD, OMol25).

Cartesian coordinates (Å):
C1 4.00 -0.37 1.98
H1 -3.34 2.62 -3.02
H2 7.83 -0.09 -1.54
H3 -0.95 5.36 -0.45
Cl1 6.11 -0.69 -4.41
Cl2 11.35 -5.95 -3.05
C2 4.98 -1.73 -5.30
Cl3 -2.03 0.07 2.98
C3 1.56 2.07 -1.34
Br1 5.56 -0.88 -0.35
C4 4.42 0.45 0.69
H4 2.45 4.17 -1.62
H5 3.71 5.68 0.50
H6 -10.89 7.07 10.74
Cl4 -6.61 -2.77 3.65
Cl5 12.10 -3.24 -2.31
H7 -5.02 0.51 -0.08
H8 2.85 2.13 2.16
H9 -1.75 -0.30 -0.54
H10 5.24 -2.67 3.14
Cl6 -2.21 0.45 -6.69
Cl7 5.72 -10.36 -4.94
Cl8 2.71 -12.29 -0.71
I1 1.10 -1.45 -4.45
H11 -1.87 4.92 7.83
C5 1.41 -1.19 0.01
H12 0.73 5.47 -1.31
Cl9 2.45 -11.52 2.08
H13 -0.31 3.43 -2.79
H14 3.13 0.05 2.58
Cl10 -0.84 -4.67 -4.83
Cl11 -11.43 5.76 12.62
Cl12 -7.32 3.39 11.16
C6 5.32 -1.76 5.19
Cl13 -4.07 -1.65 1.81
Cl14 -7.87 -4.59 5.53
C7 -7.04 7.00 -2.90
H15 -0.97 8.20 -2.14
Cl15 8.44 1.01 -3.53
H16 0.09 0.53 0.25
H17 -0.55 -8.91 -1.02
H18 1.17 4.35 2.59
H19 -4.72 2.28 -0.44
Cl16 -0.42 -10.30 -6.25
H20 0.82 -12.48 0.68
H21 -1.95 2.76 -0.25
H22 -2.13 7.22 -1.02
Cl17 -0.77 -7.85 -7.79
C8 -3.60 -10.19 3.12
H23 3.08 1.95 -4.62
N1 5.25 2.14 -4.71
Cl18 -3.50 3.19 3.18
H24 1.67 4.55 0.40
O1 3.24 -0.22 -2.86
O2 0.38 2.73 -0.82
H25 -0.09 6.39 -3.22
Cl19 3.06 -9.50 -5.75
H26 -1.77 1.69 -3.11
H27 4.43 1.91 -2.25
O3 7.12 0.91 1.45
H28 -3.50 1.33 0.55
C9 -3.44 -0.95 3.31
Cl20 -2.60 -10.07 -1.04
C10 -1.47 -8.83 -1.60
H29 5.99 2.64 -4.18
Cl21 -5.62 7.15 3.62
C11 -0.36 5.13 -1.40
Cl22 -7.14 9.06 2.04
H30 -1.82 -0.55 -2.41
C12 2.23 1.44 0.02
Cl23 -3.98 -1.04 -4.92
H31 -3.13 -1.76 3.96
C13 4.25 -9.51 -4.44
H32 0.12 0.39 -2.00
C14 -2.50 4.39 7.11
O4 6.18 2.58 0.05
Cl24 5.52 -3.42 -5.24
Cl25 -3.31 3.06 7.96
C15 -2.44 -0.45 -1.44
Cl26 0.86 -4.24 -2.50
H33 4.16 4.10 -0.27
Cl27 -10.40 4.87 10.05
H34 4.65 -2.45 5.82
C16 1.17 0.28 0.49
Cl28 10.17 0.14 -1.35
H35 1.20 0.24 1.64
Cl29 -5.57 4.75 9.28
H36 -3.73 -1.26 -7.25
H37 1.11 2.37 1.71
H38 1.84 3.35 -3.12
H39 -8.69 -2.55 4.72
C17 -3.04 -1.09 -6.42
C18 0.00 -5.44 -3.48
H40 3.63 -1.99 3.76
C19 -3.38 0.85 -1.68
C20 3.92 2.66 -4.27
C21 1.03 0.99 -2.38
H41 4.54 3.73 -2.44
H42 4.62 4.51 1.54
O5 2.38 -1.76 -0.47
C22 3.87 2.81 -2.65
H43 -5.11 4.88 2.91
Cl30 -7.08 6.26 1.26
C23 0.40 -8.97 -7.08
Cl31 -2.30 -10.90 2.14
Cl32 -8.41 8.00 -2.39
Cl33 -1.46 3.76 5.83
Cl34 1.50 -9.60 -8.31
H44 -4.18 0.51 -2.45
C24 -2.58 2.05 -2.37
C25 -7.06 7.39 2.62
C26 1.60 -11.73 0.54
H45 -3.04 -1.40 -1.26
O6 3.52 0.92 -0.23
C27 -10.44 6.20 11.22
H46 -0.74 -5.92 -2.84
Cl35 12.75 -4.26 -4.96
H47 -7.25 6.61 -3.90
C28 2.03 -0.04 -3.01
O7 2.11 4.60 2.41
Cl36 -3.68 5.52 6.45
Cl37 3.57 -10.25 -2.98
Cl38 0.82 -10.21 0.05
Cl39 -1.88 -2.42 -6.39
C29 11.58 -4.29 -3.63
C30 -0.42 3.52 -1.67
Cl40 -1.09 -9.06 -3.31
Cl41 4.82 -1.18 -6.97
Cl42 -2.15 -7.21 -1.33
H48 4.52 -8.48 -4.20
Cl43 8.67 -1.83 -2.88
Cl44 -8.80 6.63 11.72
C31 -1.72 7.33 -2.08
O8 5.07 -0.57 2.95
C32 -5.90 4.43 10.99
H49 6.37 -2.21 5.27
C33 8.66 -0.18 -2.23
Cl45 -4.69 -0.02 4.14
H50 0.60 1.55 -3.30
F1 5.48 2.44 2.63
Cl46 -5.56 7.96 -2.97
Cl47 -4.16 -8.67 2.40
H51 10.63 -3.93 -4.00
Cl48 -6.34 2.90 2.59
C34 -4.19 1.26 -0.36
S1 5.82 1.66 1.20
Cl49 -4.49 3.69 11.76
Cl50 -7.15 -1.91 6.38
C35 -4.91 3.93 2.41
H52 5.31 1.14 -4.43
H53 -6.10 5.37 11.48
H54 3.68 -1.44 1.68
C36 3.84 4.55 0.72
C37 -1.97 3.12 -1.35
C38 2.42 3.13 -2.13
F2 0.26 -2.05 0.17
H55 -2.61 4.07 -1.34
C39 2.18 2.46 1.27
C40 -0.97 5.99 -2.60
H56 -2.53 7.59 -2.85
Cl51 -4.59 4.26 0.71
C41 4.75 -1.78 3.69
Cl52 1.12 -6.67 -4.07
H57 -7.94 7.20 3.23
C42 2.41 4.00 1.09
H58 4.01 -1.67 -4.82
H59 5.25 -0.71 5.61
H60 -4.43 -10.89 3.14
H61 0.99 -8.42 -6.34
H62 3.80 3.70 -4.72
F3 -1.80 5.26 -3.52
Cl53 -3.05 -9.92 4.78
C43 -7.71 -2.91 5.03
Cl54 -6.84 5.62 -1.81

Properties
E_tot: -30751.771782 hartree
Maximum force: 0.1731 Eh/bohr



No. 7
# C33H28Cl3N5OPdS2

A molecular structure, C33H28Cl3N5OPdS2 at a distorted geometry (ωB97M-V/def2-TZVPD, OMol25).

Cartesian coordinates (Å):
Cl1 0.48 2.23 2.53
H1 2.75 -0.58 -2.85
H2 -2.03 -1.67 4.98
C1 -4.72 2.44 -1.43
S1 -3.55 -0.20 1.22
H3 -5.68 4.25 -2.06
C2 -3.65 -3.05 4.74
C3 0.76 -0.86 -1.90
C4 -3.65 2.46 -2.32
C5 -2.50 -2.40 4.33
H4 -2.18 -5.97 1.13
H5 4.90 4.18 1.56
C6 2.11 -0.72 -1.99
H6 4.58 -1.18 -1.07
N1 -4.71 1.66 -0.34
H7 -4.08 -2.83 5.71
H8 4.15 1.42 2.81
C7 3.04 2.98 -3.76
C8 -1.66 -4.49 -1.85
C9 3.63 1.63 1.87
C10 3.84 4.20 1.77
C11 2.44 3.14 -2.52
C12 4.58 0.82 -0.35
H9 -0.02 -2.57 2.39
C13 3.11 5.34 1.86
C14 -5.94 3.27 -1.66
C15 4.00 -0.62 -0.34
H10 -1.76 -6.55 -1.23
H11 2.45 2.58 -0.48
N2 -2.55 0.87 -0.94
O1 4.65 1.52 0.88
Cl2 5.96 0.39 -3.05
H12 -6.49 3.38 -0.73
C16 -2.57 1.64 -2.02
H13 -1.69 1.61 -2.66
N3 0.42 -1.03 -0.58
H14 -6.59 2.78 -2.38
N4 -0.78 -1.97 2.70
S2 1.45 5.02 2.19
C17 -2.08 -3.85 0.83
C18 -1.68 -3.17 -1.44
C19 4.13 2.14 -3.91
C20 -2.54 -3.58 2.22
C21 -1.85 -2.82 -0.10
H15 -1.58 -2.39 -2.19
Cl3 2.42 3.82 -5.14
H16 -3.66 3.09 -3.20
H17 -1.52 -4.73 -2.90
C22 -2.03 -5.18 0.40
C23 3.06 3.02 1.95
C24 -3.64 0.90 -0.14
C25 2.94 2.46 -1.43
H18 1.63 -1.11 1.17
Pd1 -1.47 -0.88 0.38
C26 1.54 -0.99 0.10
H19 5.64 0.65 -0.55
H20 4.60 2.01 -4.88
C27 -1.93 -2.67 3.09
C28 1.75 3.33 2.20
H21 1.58 3.79 -2.42
C29 -3.69 -4.24 2.67
H22 -4.17 -4.94 2.00
N5 2.60 -0.80 -0.71
C30 4.61 1.47 -2.80
C31 4.05 1.62 -1.53
H23 0.03 -0.87 -2.68
H24 -0.45 -1.35 3.44
H25 -5.14 -4.51 4.22
C32 -1.80 -5.51 -0.92
C33 -4.24 -3.99 3.91
H26 2.84 0.89 1.77
H27 3.45 6.35 1.75
H28 4.17 -1.07 0.64

Properties
Energy relative to the best compared isomer or geometry (same formula, charge and spin): 28.99 kcal/mol
E_tot: -3928.164077 hartree
Maximum force: 0.0250 Eh/bohr